20
Properties=species:S:1:pos:R:3:forces:R:3:mulliken_charge:R:1 method="wB97M-V/def2-TZVPD" lumo_ev=5.85 max_force_ev_per_a=3.15 gap_ev=7.258 total_charge=-2 de_lowest_kj_mol=0.00
C 0.402293 -1.197291 -2.020413 2.81 -1.12 -0.90 0.017
C -2.033086 3.151742 0.712475 1.25 1.40 1.50 0.015
C 3.935792 -1.299270 -0.406007 -2.21 -0.27 -0.61 -0.569
C 3.386452 -2.536136 -0.514696 0.79 0.87 0.98 -0.651
N 0.856396 -0.554257 -0.975283 1.20 0.96 1.25 -0.201
N -1.130830 2.282056 1.010672 1.09 -1.05 0.89 -0.421
O 2.698729 1.143088 -0.667561 0.73 0.25 -0.15 -0.670
O 1.094491 -1.627038 -2.963446 -1.09 0.06 0.22 -0.695
O -2.635565 3.242016 -0.342791 -1.35 -0.27 -1.98 -0.708
O 1.893147 -0.342368 1.105926 1.21 -0.22 1.28 -0.657
O -1.396673 -0.278607 0.271266 0.15 -0.27 0.54 -0.665
O -0.734181 1.237504 -1.442119 1.02 -0.19 -0.83 -0.492
S 2.456812 -0.211033 -0.224361 -1.17 0.34 -0.41 1.312
S -0.280496 0.623621 -0.026428 0.03 -1.86 -0.17 0.765
H -0.597029 -1.459586 -1.786774 -1.86 -0.21 -0.77 0.389
H -2.134511 3.982381 1.424824 -0.42 0.43 0.65 0.327
H 2.378488 -2.883466 -0.320443 -0.44 0.36 -0.48 0.240
H -1.340117 1.906654 -1.165755 -1.50 1.50 0.05 0.244
H 4.091863 -3.321149 -0.457997 0.85 -1.14 -0.26 0.261
H -0.542900 2.339623 1.865731 -1.10 0.43 -0.82 0.160